# 1
C47H77MoN7OPSSi | ωB97M-V/def2-TZVPD

Properties
LUMO level (spin up / spin down)   -3.9855 / -3.5236 eV
Charge   +1
2S+1   3

Atoms and positions in Å:
Mo (0.363, -0.644, 0.094)
C (3.329, -0.517, 5.579)
C (3.587, -0.145, 4.116)
C (3.702, -1.351, 3.204)
C (4.837, -2.142, 3.391)
C (5.084, -3.273, 2.638)
C (4.200, -3.614, 1.629)
C (3.073, -2.843, 1.394)
C (2.147, -3.234, 0.285)
C (1.123, -4.279, 0.710)
C (2.795, -1.734, 2.201)
N (1.555, -1.038, 1.976)
C (0.924, -0.635, 3.043)
C (-0.271, 0.079, 2.921)
C (-1.171, 0.557, 3.868)
C (-2.276, 1.019, 3.154)
C (-2.006, 0.799, 1.808)
N (-0.780, 0.251, 1.643)
H (3.242, 0.379, 6.194)
H (4.146, -1.120, 5.977)
H (2.417, -1.103, 5.706)
H (4.537, 0.392, 4.063)
H (2.832, 0.560, 3.777)
H (5.545, -1.846, 4.156)
H (5.970, -3.867, 2.819)
H (4.390, -4.477, 1.001)
H (2.724, -3.586, -0.575)
H (1.666, -2.326, -0.124)
H (1.645, -5.194, 0.995)
H (0.423, -4.524, -0.090)
H (0.557, -3.940, 1.577)
H (1.302, -0.882, 4.030)
H (-1.023, 0.567, 4.937)
H (-3.165, 1.486, 3.544)
H (-2.647, 1.068, 0.985)
C (-2.042, -2.575, 2.498)
C (-2.077, -2.799, 1.022)
C (-2.991, -3.658, 0.444)
C (-2.967, -3.868, -0.935)
C (-2.015, -3.264, -1.724)
C (-1.092, -2.432, -1.085)
N (-1.174, -2.175, 0.241)
N (-0.030, -1.749, -1.595)
Si (0.737, -2.209, -3.134)
C (-0.156, -1.595, -4.643)
C (0.795, -4.083, -3.191)
C (2.488, -1.575, -3.095)
H (-2.521, -3.407, 3.011)
H (-2.563, -1.656, 2.771)
H (-1.015, -2.494, 2.848)
H (-3.713, -4.165, 1.068)
H (-3.700, -4.524, -1.387)
H (-1.977, -3.418, -2.792)
H (-1.177, -1.972, -4.719)
H (0.383, -1.936, -5.531)
H (-0.187, -0.506, -4.656)
H (-0.128, -4.536, -3.555)
H (1.033, -4.536, -2.227)
H (1.586, -4.372, -3.889)
H (2.619, -0.703, -3.736)
H (3.174, -2.347, -3.451)
H (2.790, -1.298, -2.085)
C (-2.126, 1.812, -4.286)
C (-2.394, 1.257, -2.890)
C (-3.205, -0.033, -2.973)
C (-3.155, 2.308, -2.082)
N (-1.046, 0.919, -2.340)
N (-1.074, 0.669, -0.922)
H (-3.065, 1.917, -4.829)
H (-1.474, 1.155, -4.861)
H (-1.667, 2.801, -4.223)
H (-4.155, 0.158, -3.473)
H (-3.453, -0.435, -1.984)
H (-2.661, -0.796, -3.527)
H (-4.062, 2.584, -2.621)
H (-2.558, 3.206, -1.929)
H (-3.466, 1.945, -1.099)
H (-0.449, 1.733, -2.447)
H (-1.957, 0.194, -0.739)
H (-1.104, 1.590, -0.419)
O (1.856, 0.599, -0.589)
P (2.707, 1.890, -0.842)
C (4.477, 1.510, -1.001)
C (4.981, 0.806, -2.278)
C (6.315, 0.113, -2.015)
C (6.147, -1.038, -1.019)
C (5.082, -0.703, 0.032)
C (4.988, 0.798, 0.272)
C (2.518, 3.051, 0.562)
C (1.956, 2.331, 1.788)
C (1.779, 3.317, 2.936)
C (3.121, 3.917, 3.398)
C (4.225, 3.703, 2.362)
C (3.731, 3.953, 0.938)
C (2.023, 2.817, -2.248)
C (2.750, 4.159, -2.487)
C (3.850, 4.103, -3.538)
C (3.316, 3.536, -4.849)
C (2.765, 2.126, -4.655)
C (1.702, 2.073, -3.558)
H (4.886, 2.526, -1.027)
H (5.112, 1.544, -3.063)
H (4.263, 0.079, -2.650)
H (7.026, 0.850, -1.630)
H (6.734, -0.250, -2.954)
H (7.102, -1.254, -0.536)
H (5.857, -1.947, -1.551)
H (5.288, -1.220, 0.967)
H (4.102, -1.055, -0.305)
H (5.974, 1.194, 0.532)
H (4.346, 1.002, 1.132)
H (1.713, 3.706, 0.215)
H (2.614, 1.512, 2.074)
H (0.987, 1.914, 1.531)
H (1.267, 2.823, 3.765)
H (1.099, 4.099, 2.591)
H (3.433, 3.478, 4.348)
H (3.000, 4.986, 3.582)
H (4.619, 2.684, 2.439)
H (5.068, 4.365, 2.568)
H (4.569, 3.850, 0.250)
H (3.409, 4.994, 0.851)
H (1.061, 3.101, -1.797)
H (3.127, 4.574, -1.550)
H (1.979, 4.864, -2.806)
H (4.696, 3.504, -3.191)
H (4.240, 5.111, -3.691)
H (4.093, 3.535, -5.615)
H (2.515, 4.188, -5.212)
H (3.580, 1.435, -4.438)
H (2.309, 1.772, -5.583)
H (1.419, 1.040, -3.347)
H (0.804, 2.552, -3.964)
S (-1.138, 3.543, 0.529)
C (-0.550, 4.545, -0.669)
N (-0.106, 5.208, -1.516)

Here are the Mulliken charges for atoms 1 to 5, given in e: atom 1 (Mo): -1.452, atom 2 (C): -1.550, atom 3 (C): -0.895, atom 4 (C): 1.257, atom 5 (C): -0.716



# 2
C3H8N | ωB97M-V/def2-TZVPD

Properties
LUMO level   -4.7171 eV
Charge   +1
SMILES   C=C(C)[NH3+]

Atoms and positions in Å:
C (-0.469, 1.470, 0.423)
C (-0.264, 0.182, 0.105)
C (-0.407, -0.597, -1.241)
N (0.751, -0.570, 0.998)
H (-0.823, 1.931, 1.358)
H (-0.275, 2.160, -0.467)
H (-1.349, -1.230, -1.287)
H (-0.414, 0.121, -2.097)
H (0.523, -1.302, -1.372)
H (0.135, -1.266, 1.333)
H (1.068, 0.010, 1.845)
H (1.523, -0.909, 0.401)

Here are the Mulliken charges for atoms 1 to 5, given in e: atom 1 (C): -0.722, atom 2 (C): 0.477, atom 3 (C): -0.949, atom 4 (N): -0.355, atom 5 (H): 0.346



# 3
C23H18BrIN5O3Re | ωB97M-V/def2-TZVPD

Properties
LUMO level (spin up / spin down)   -4.5461 / -4.2266 eV
Charge   +1
2S+1   2

Atoms and positions in Å:
Re (0.498, -0.637, 0.109)
O (-2.820, -2.012, -1.901)
C (-1.720, -1.673, -1.521)
N (-1.359, -1.262, -0.265)
C (-2.174, -1.315, 0.885)
C (-3.495, -1.742, 0.928)
C (-4.180, -1.722, 2.135)
C (-3.563, -1.278, 3.293)
C (-2.245, -0.843, 3.269)
C (-1.546, -0.848, 2.069)
N (-0.185, -0.452, 1.893)
C (0.626, 0.041, 2.920)
O (0.291, 0.279, 4.050)
C (2.040, 0.257, 2.460)
C (3.007, 0.587, 3.387)
C (4.321, 0.718, 2.962)
C (4.608, 0.498, 1.626)
C (3.575, 0.190, 0.758)
N (2.304, 0.089, 1.151)
C (-0.544, -1.685, -2.476)
C (-0.718, -2.152, -3.764)
C (0.380, -2.218, -4.606)
C (1.620, -1.821, -4.129)
C (1.717, -1.361, -2.829)
N (0.658, -1.283, -2.021)
H (-3.972, -2.093, 0.027)
H (-5.207, -2.061, 2.164)
H (-4.102, -1.269, 4.230)
H (-1.767, -0.505, 4.172)
H (2.717, 0.714, 4.420)
H (5.106, 0.964, 3.663)
H (5.619, 0.555, 1.248)
H (3.778, -0.011, -0.283)
H (-1.706, -2.468, -4.069)
H (0.273, -2.585, -5.618)
H (2.503, -1.869, -4.749)
H (2.665, -1.051, -2.411)
Br (2.450, 2.135, -1.474)
C (0.585, 2.188, -1.569)
C (0.063, 3.278, -2.245)
C (-1.304, 3.441, -2.328)
C (-2.098, 2.497, -1.702)
C (-1.502, 1.436, -1.060)
N (-0.163, 1.228, -0.996)
H (0.747, 3.986, -2.689)
H (-1.733, 4.286, -2.849)
H (-3.177, 2.565, -1.699)
H (-2.132, 0.726, -0.553)
I (1.397, -3.064, 0.531)
O (0.091, 2.717, 1.480)
H (0.600, 3.082, 2.214)
H (-0.826, 2.821, 1.763)

Here are the Mulliken charges for atoms 1 to 5, given in e: atom 1 (Re): -1.193, atom 2 (O): -0.687, atom 3 (C): 0.196, atom 4 (N): 0.472, atom 5 (C): 0.393



The records above give, respectively, max |F| values of 0.01587; 0.05117; 0.01338 hartree/bohr.
The records above give, respectively, relative energy (zero: lowest compared OMol25 entry of this formula, charge and spin) values of 12.0; 46.3; 10.0 kcal per mole.